[1]
Here is a single C5H8ClNO molecule at a distorted geometry from the Open Molecules 2025 dataset. Energies are from wB97M-V/def2-TZVPD.

The calculation puts the total energy at -21370.393 eV. For the molar mass, the calculation gives 133.58 g/mol. The value obtained for the largest force on an atom is 5.237 eV/Å. The HOMO energy comes out at -0.332 hartree. As for the multiplicity: 1. Its SMILES is Cl[C@@H]1[C@@H]2NCCO[C@@H]12. As for the energy above the lowest of the compared OMol25 structures with the same formula, charge and spin: 113.31 kcal per mole.

The geometry in XYZ format:
```
16
Properties=species:S:1:pos:R:3:forces:R:3:nbo_charge:R:1
Cl 2.338703 2.401209 -0.549798 1.5 0.6 -0.8 0.04
C 1.026585 1.817681 0.315430 -3.7 1.3 1.4 -0.27
C 0.686075 0.392663 0.609639 0.4 -0.4 0.7 -0.11
N 1.046839 -0.951996 0.162658 -1.5 2.3 -1.3 -0.60
C -0.322779 -1.499469 0.148973 -1.0 2.4 1.8 -0.25
C -1.359266 -0.610486 -0.622220 -0.8 -2.0 -1.7 -0.10
O -1.419861 0.846832 -0.331766 -0.7 -1.7 -1.0 -0.49
C -0.062373 1.104797 -0.522332 0.3 0.1 5.2 0.05
H 0.528621 2.571307 1.057103 1.6 -1.5 -1.0 0.25
H 0.208157 0.331133 1.669462 0.2 0.5 -2.1 0.19
H 1.648772 -1.371204 0.796333 1.1 -1.4 1.4 0.36
H -0.334273 -2.480422 -0.213917 -0.2 -1.4 -0.6 0.21
H -0.841958 -1.418006 1.129010 0.9 -0.8 0.4 0.16
H -1.079533 -0.867510 -1.677550 -0.4 1.3 0.2 0.17
H -2.357510 -1.180454 -0.523905 1.2 1.6 0.3 0.21
H 0.293801 0.913925 -1.447120 1.1 -0.9 -2.9 0.18
```
Positions in Å, forces in eV/Å.

[2]
Here is a single FH3NOPS molecule at a distorted geometry from the Open Molecules 2025 dataset. Energies are from wB97M-V/def2-TZVPD.

The calculation puts the total energy at -26430.283 eV. For the molar mass, the calculation gives 115.07 g/mol. The value obtained for the largest force on an atom is 3.182 eV/Å. The HOMO energy comes out at -0.360 hartree. As for the multiplicity: 1. Its SMILES is N[P@@](O)(F)=S. As for the energy above the lowest of the compared OMol25 structures with the same formula, charge and spin: 11.58 kcal per mole.

The geometry in XYZ format:
```
8
Properties=species:S:1:pos:R:3:forces:R:3:nbo_charge:R:1
N 0.699272 -0.675849 1.006862 0.4 1.8 -1.2 -1.19
P -0.057102 0.430989 -0.174810 -1.2 -2.6 1.4 1.90
O -0.551893 -0.559820 -1.359287 0.8 0.3 0.3 -0.98
F -1.461782 0.426223 0.586624 0.5 0.5 0.1 -0.58
S 0.397199 2.143237 -0.911904 0.6 -0.5 0.8 -0.52
H 1.670502 -0.544882 1.408546 -2.0 -0.1 -0.9 0.43
H 0.025629 -1.217029 1.579479 0.8 0.8 -0.6 0.42
H -0.721824 -0.002870 -2.135510 0.1 -0.2 0.1 0.51
```
Positions in Å, forces in eV/Å.

[3]
Here is a gas-phase ion, C5H12NS (charge -1) at a distorted geometry from the Open Molecules 2025 dataset. Energies are from wB97M-V/def2-TZVPD.

The calculation puts the total energy at -17704.261 eV. For the molar mass, the calculation gives 118.22 g/mol. The value obtained for the largest force on an atom is 2.436 eV/Å. The HOMO energy comes out at -0.084 hartree. As for the multiplicity: 1. Its SMILES is CN(C)CCC[S-]. As for the energy above the lowest of the compared OMol25 structures with the same formula, charge and spin: 35.27 kcal per mole. As for the total charge: -1.

The geometry in XYZ format:
```
19
Properties=species:S:1:pos:R:3:forces:R:3:nbo_charge:R:1
C 0.411424 1.490040 0.684274 1.0 -0.2 -0.4 -0.43
N 0.319331 0.136185 1.251323 -0.8 1.1 -1.3 -0.46
C -0.615948 0.018604 2.324494 -1.0 -1.3 0.8 -0.40
C 0.219386 -0.886509 0.177374 2.0 -1.1 0.9 -0.22
C -0.522080 -0.771778 -1.145308 -0.3 2.1 -1.1 -0.50
C 0.403108 -0.553881 -2.353782 0.7 1.2 -1.1 -0.49
S 0.502796 1.232085 -2.992655 -0.2 -0.8 0.4 -0.77
H -0.274604 1.681751 -0.149944 -0.2 0.2 0.4 0.21
H 1.402525 1.636404 0.222423 -0.2 -0.2 0.0 0.21
H 0.362071 2.235441 1.473545 -0.4 0.1 0.1 0.17
H -0.117782 -0.486840 3.183835 -0.5 0.2 -0.2 0.17
H -1.069680 0.933822 2.688500 0.5 0.6 0.0 0.19
H -1.537867 -0.558683 2.077420 0.6 -0.1 -0.1 0.17
H 1.295920 -0.976319 -0.071162 -0.4 -0.3 -0.3 0.19
H -0.014275 -1.824688 0.682780 -0.1 -0.1 0.1 0.18
H -1.216336 -1.542280 -1.503102 0.0 -0.3 1.1 0.20
H -1.063570 0.192821 -1.170390 -0.4 -0.6 0.2 0.23
H 1.450027 -0.811025 -2.167017 -0.2 -0.4 0.2 0.18
H 0.065554 -1.145149 -3.212609 0.0 -0.1 0.2 0.18
```
Positions in Å, forces in eV/Å.